# 1
C68H175N13O21 | the ωB97M-V functional and the def2-TZVPD basis

Geometry as XYZ:
```
277
Properties=species:S:1:pos:R:3
C -7.13363 -0.67321 -6.73747
H -0.67980 -6.41741 -6.51952
C 0.32839 -0.01786 -4.84287
O -0.87460 -2.53316 4.32357
N -2.64450 -6.57970 -5.96719
H -3.18601 8.23542 -0.05535
H -2.51370 3.21092 -4.66204
H 0.46195 -2.67741 2.67679
H -4.50119 1.84817 -1.16717
O -1.14869 4.05041 1.86420
C 2.99895 -5.28535 -1.37367
H -6.19996 -8.20768 -8.79481
H -2.88723 -5.30061 2.09860
H 2.60396 -4.75228 -2.19999
C -4.36634 -2.24157 -3.83788
H 0.82190 4.19800 2.41489
H 5.23058 1.96321 -2.54676
H 1.48843 0.94160 8.05111
H 4.01239 5.86767 4.85022
H -0.41443 -1.07701 7.29043
C 2.60895 6.56980 0.32974
O -2.08143 -0.18673 9.58058
H 2.35715 0.34777 -1.52141
H -8.37939 -1.62240 -1.00986
H -2.08579 -0.99072 -2.98761
H 4.78866 1.59819 6.69110
H 6.49326 1.08971 -3.37394
H -0.21053 -0.72587 -1.68258
C 4.09483 -0.21067 7.19450
H -6.79598 1.11158 -2.58711
H 4.44544 5.69913 -0.32010
H 7.40787 3.63578 -3.76311
C 3.67634 6.40081 -0.70189
H -0.45253 -1.12769 10.36442
H 4.08641 -5.44699 -1.45733
H 4.49522 3.25278 2.34424
C 4.26780 -1.97662 -4.18408
H -6.57006 0.82630 3.95028
H 4.94120 -3.06971 -1.38727
H 3.59118 1.80385 3.73459
H -0.17473 3.06130 3.38273
H 4.70893 0.51362 3.74018
H -0.23475 1.57844 -2.66601
H 5.65044 5.48703 2.15713
H 3.34755 -1.63810 -4.71669
C -2.05347 -6.93505 2.85168
O 3.94793 1.06050 1.93513
C -2.64839 7.56916 -0.79489
H 3.86967 7.46229 -3.16783
C 1.81692 2.17404 -2.22209
H 2.61695 -6.26881 -1.23170
H -7.09698 0.45411 -7.16736
H -2.94873 2.63403 1.89633
H 8.04087 3.65663 5.80344
H -1.64050 1.04494 7.44922
H 2.58664 6.45906 -3.70989
C -0.13458 4.01915 2.88006
N 2.00265 1.25254 -1.15009
C -0.37669 -1.48686 -0.94245
H 0.69137 -1.39271 3.88157
H -0.81993 4.06358 5.92972
C 4.71054 6.15943 3.99083
H -5.74799 -0.14120 -3.08527
H -4.02290 -1.48477 -4.59410
C 7.18313 0.73159 8.96628
H -0.63500 -4.98621 3.95280
H -3.83981 -1.27399 9.69667
C 2.69531 1.30994 1.27361
O 3.96265 -4.34876 -4.66800
H 7.36245 2.06139 5.37231
O -4.64116 -7.98024 -7.55353
H 5.01134 -4.14699 0.87273
H -0.75937 0.24449 -4.68142
H 0.94938 8.31912 1.63825
O 5.66184 2.57325 -4.51535
H 3.14495 -0.52883 7.61082
H -6.70711 2.32533 3.07040
C -3.32303 2.45016 -2.77040
H 8.16834 0.85462 8.46325
C -0.02627 -1.91716 3.33248
H -7.10390 1.36072 -4.97239
C -1.31786 -7.12195 1.52233
C 4.56707 -1.20105 6.08290
H -3.21207 -0.16120 1.04197
H 4.14809 6.79522 3.27211
C -7.62085 -0.81068 -1.22922
H 5.44548 -0.88712 5.48535
H -7.93950 0.05851 -0.76095
H 6.70418 3.03035 6.70029
H -0.40764 9.10423 -0.16416
H -5.27410 1.17697 1.41561
C -3.22310 0.54022 1.90091
H -2.89993 4.43856 -3.34363
H -5.73839 -0.46952 -5.47139
H 0.73748 -3.14872 -7.14300
C -5.96906 -8.43972 -7.76292
O -7.69464 -0.80052 -2.60120
C -4.66698 0.69597 2.23100
H 5.20376 -2.54181 1.54621
H -2.70649 0.95218 -4.04150
N -2.34236 -2.68957 0.02290
N -2.50490 -5.55942 3.00386
O 1.12452 0.46771 -3.77374
H 2.37546 -2.66591 0.37659
H -5.43581 2.72331 -2.32612
C 3.03340 1.73468 -0.19882
C -1.03418 0.89715 6.54403
H 4.09922 0.69102 -5.04600
H 3.93473 -6.30370 -5.09988
H 2.08849 1.96501 1.94144
C 0.70560 1.69657 -3.20491
H -0.30670 4.88340 3.57426
H 4.65205 0.20986 9.32333
H 5.48648 -5.71933 -4.42555
H -4.15098 4.91843 0.49851
H 4.15484 7.31739 -0.86391
C -6.81741 0.19493 -3.16462
H -6.42638 -2.56616 -7.23397
H 5.09455 -0.84263 -1.11357
H 4.72912 -2.24829 6.43244
C 4.53976 0.43876 -4.03275
N 5.28116 -0.87244 -4.12071
H -4.20692 -1.92816 -9.20899
C 5.50908 1.54845 -3.53799
H -3.48139 0.40595 -2.70735
H -2.00502 -2.79248 -2.94629
H -2.55898 -2.79766 3.02820
H -0.02852 -1.05609 0.00504
H -1.01662 -8.15900 1.35015
H 5.19265 -1.34760 8.57680
O 3.12301 5.95075 -1.90895
H 5.12923 -3.10636 -5.77819
H 5.85923 3.99818 -3.05121
H -3.08607 -1.38018 -8.01337
H -5.87443 -9.55600 -7.57589
H 6.68713 3.44483 3.01529
H 0.95523 6.98742 -0.86512
H -1.49621 -7.37240 3.65895
H -1.00418 1.21939 0.08710
H -4.25385 3.66559 -4.32667
H 2.20536 0.26512 1.10861
H -1.72632 0.52687 5.76476
H 0.04635 3.38230 0.33880
C 5.28885 -3.08208 0.64760
H -6.57455 -1.06131 -0.91599
H -5.10411 -6.30002 -6.55648
C 5.25469 5.06596 3.11309
O -4.26636 3.99720 -1.28435
H 6.36165 -3.04316 0.32684
N -6.72220 -0.75851 -5.37368
O -0.88830 -3.79913 -6.11222
C -1.31159 -6.18312 -5.63029
H -4.93627 -6.12074 -8.36457
H 3.09685 2.78819 -0.26451
H -0.71234 1.36302 1.77778
H -1.87417 -3.59110 -0.10852
H -5.46099 -2.18965 -3.80682
C 0.05356 -0.14827 7.07189
H 5.81616 -3.53302 -4.24218
C 6.31256 3.71790 -3.97577
H 0.58875 2.42913 -3.98134
H 4.08711 -0.82691 0.21665
H -1.59763 3.76450 0.02940
H -4.06217 -3.25615 -3.95540
H 0.55159 0.57030 -5.76393
H 0.99206 -4.61213 -6.04803
H -0.26843 -6.76277 1.46766
C -1.41996 -4.61705 3.21732
H 4.02777 1.30821 -0.43020
N -2.78063 1.75027 1.35322
O 2.82634 -4.52555 -0.22738
H -6.62500 -1.49119 -8.64086
H -1.98337 -5.70041 -1.42444
H -2.40681 2.48348 -2.15295
C -0.83062 -0.05197 10.27542
C 6.45501 4.27662 3.65847
H 2.24289 5.54689 0.63689
H 1.57043 3.16878 -1.80263
H 3.11601 7.02607 1.19467
C -3.09215 -6.10435 -7.29620
H -2.55895 8.14424 -1.73327
C 7.08108 3.07633 5.67407
H 3.39326 1.18452 5.86323
C -4.49024 2.66565 -1.87406
H -0.65969 -1.23209 2.69200
H 7.34818 -0.00396 9.79087
H -1.93095 3.10023 6.97421
O 6.28518 0.29346 7.92103
O -1.37753 7.27777 -0.35697
H -3.11455 -5.00438 -7.36326
H -5.83589 4.56953 0.02018
C -3.20924 3.49696 -3.86202
C -0.94462 3.26808 0.74069
C -2.00340 -3.30807 3.81897
H -8.22598 -0.91998 -6.72192
C -4.01615 -1.94734 -8.11396
H 2.47843 -2.90762 -1.44580
H -3.00497 -0.90969 11.26105
H 3.80593 -1.32068 5.28806
C -4.51340 -6.57772 -7.44255
H 3.97050 -1.99591 -3.12782
H -6.66772 -8.04844 -7.01024
H 5.48146 6.79522 4.44993
N 0.73417 0.25642 8.27521
H -1.99935 2.96994 5.07715
H 2.73410 2.28939 -2.77440
N -3.47119 1.12285 -3.38880
H 7.26190 5.01379 3.78724
C -1.92501 -1.68631 -0.93524
H 0.83819 -0.34991 6.25674
C 0.49138 -3.63215 -6.19629
C -6.31660 -1.54142 -7.58084
H -3.33218 -2.97859 -0.17550
H -6.09200 2.35020 4.75665
C 0.03013 0.90789 9.42248
H -0.94282 0.34536 11.27376
C -1.37348 3.09680 6.00964
H 3.50276 4.00341 3.37039
C -2.84712 -1.17224 10.14303
C 4.39895 -2.67630 -0.52678
C 5.08427 -0.26130 8.39322
O -0.33990 2.07174 6.12772
H -1.44415 8.72065 1.13967
H 2.89881 0.17824 3.53462
H 0.83794 1.34262 9.96196
H 6.81261 1.72624 9.34185
C 2.91941 -3.14933 -0.46668
H -2.39922 -0.81762 -0.64586
H -2.43152 -6.39817 -8.12045
H -2.98725 -7.51000 2.68207
H -0.48576 -4.62248 -4.22988
C 2.94082 6.98345 -2.87686
N 1.46808 7.36565 -0.10433
H 5.07148 -5.34868 -6.15828
O -2.20285 -6.60335 0.53069
N 4.25257 -1.21843 -0.70877
H -0.51234 -6.24753 -0.59284
C -0.76873 8.26613 0.41950
O 6.16628 3.79187 4.91559
H -1.05258 -6.92086 -4.83676
O -4.99268 -1.11743 -7.45949
H 5.81843 -0.87261 -4.95331
C 3.74115 0.82084 3.31995
H -2.36835 -2.16136 10.07835
H 0.10323 -2.39172 -1.15346
C -7.29786 0.34117 -4.54886
H 0.11136 6.66445 1.40156
C -2.44887 -1.85858 -2.45998
H -2.69143 -3.41432 4.67556
C -6.11466 1.79149 3.81116
C 4.70192 -5.57810 -5.15150
H -2.60794 0.16147 2.71164
C -1.33490 1.82681 0.98523
H 2.28403 7.75659 -2.60806
C 4.88298 -3.25547 -4.70052
C -4.81036 4.18065 0.04003
N 4.17258 4.14923 2.70415
H 0.35610 -1.09940 -4.99450
H -2.74163 -7.59427 -5.99168
H 3.75954 0.23264 -3.30817
N 3.90517 1.11618 6.76861
C 0.45348 7.61272 0.98600
O -3.86593 -1.88835 -2.46739
C -1.54554 -6.52383 -0.77009
H -5.12936 -0.25894 2.43556
H -1.53674 -7.45878 -1.33164
H -4.05423 -2.93785 -7.76707
H 6.15710 4.45874 -4.73223
H -2.27629 -4.45844 -4.69852
H -0.88703 -4.39765 2.31794
H -3.20323 6.65853 -0.99200
H -8.37131 0.13105 -4.50351
H 0.84819 -2.99475 -5.37892
O -4.76903 1.50480 3.37731
H -4.63724 3.29614 0.62105
H -0.58185 1.73546 9.19577
C -1.21848 -4.70002 -5.05384
```

Values from the calculation:
Max |F| in eV/Å: 4.204
2S+1: 1
Orbital gap in Ha: 0.3238
Total energy in a.u.: -4987.04112

---

# 2
C68H74Cl2N13O3S | the ωB97M-V functional and the def2-TZVPD basis

Geometry as XYZ:
```
161
Properties=species:S:1:pos:R:3
H -4.16720 -1.16749 1.70595
H -5.28672 1.96695 5.08749
C -5.87979 -6.96924 2.90344
H -4.60542 -0.55879 0.13768
N 2.11765 -6.32191 -4.74049
H -4.43421 2.23460 -5.47973
C -1.40405 2.72610 6.06397
C -4.05595 4.11705 2.79240
N -1.46424 1.07884 12.27569
H 2.68260 2.42343 -2.25570
C 2.53061 1.55304 -1.63777
C -1.20066 5.29156 -0.57207
C 5.54747 3.65550 -1.86448
H 0.53774 1.99670 8.72922
H -1.68075 -4.16457 -0.63381
H -0.04684 8.14119 1.64771
C -0.53511 0.20418 12.65581
H -3.86794 5.16396 2.60142
H -2.80584 5.98042 -4.19714
H 0.62182 2.02764 6.23349
C -4.51311 -8.33044 1.50217
H 3.14249 -2.26289 -1.15503
H 0.62422 -1.51054 -8.42574
H -0.57384 2.59151 -3.65019
C 11.37243 6.62407 -0.85480
C -0.27662 2.32222 6.76124
H 7.70338 5.70305 -0.27673
C 1.87708 -8.50643 -3.77614
H 1.55745 7.13521 0.02481
C -2.74126 4.90483 -4.31734
C 9.68050 8.11426 -1.14090
C 1.81092 -7.12331 -3.71788
C -0.75351 -1.16143 12.75633
H -6.12354 -4.96123 2.16881
H 11.77061 5.80040 -0.27264
H -0.02809 0.05865 -2.47175
H -4.14995 -2.58094 -4.73867
C 1.06348 -3.36168 2.49537
C -2.01206 -1.64893 12.44753
C -1.50333 3.02320 -4.01617
C -1.49423 2.68918 8.77430
H -2.68212 -1.56293 -6.47472
C -0.85364 -4.25814 -5.58216
C -5.28552 -8.19301 2.64398
H -3.05902 -0.14744 0.78528
N 1.59126 -1.05555 -1.81321
C 2.49998 -6.91015 -5.87420
C -0.34359 7.32577 1.00280
C 6.78533 5.18196 -0.52401
C -4.47735 1.46530 3.16236
C 5.63335 5.38670 0.21876
H -1.41681 2.75646 4.98207
H -3.77267 -7.29545 -0.23480
H -1.64702 -0.90236 -9.26615
H 0.37709 -2.72103 1.96401
H 13.02094 6.69502 -2.22875
H 2.89803 -4.24520 -0.30863
C -4.16648 -3.09022 -0.41553
C -0.31915 2.30325 8.14548
C -2.99324 -0.75512 12.05212
H 1.49845 -2.75386 3.27916
H -4.62726 0.39776 3.27635
C 2.07644 -2.11634 -1.16734
H 0.57282 -4.18633 2.99443
O 4.02078 -0.43854 -2.38547
H 0.04241 -1.82253 13.07001
H 1.62104 -9.10432 -2.91247
C 2.59120 -8.28318 -6.03905
N -1.61568 4.34635 -3.87821
H -4.89801 4.40890 4.74535
N -2.58628 3.08057 8.11964
Cl 2.89866 -5.33511 2.40995
C -5.67339 -5.93498 2.00403
C 0.27785 -0.80745 -1.91563
C -0.14193 -2.73861 -0.58917
Cl 1.14131 -5.70354 -0.19196
H -4.03334 -9.26855 1.26020
H 1.01372 -1.51622 -5.95341
C -1.74332 -4.74385 -4.63712
H 2.33585 -10.17348 -5.05196
N -2.21873 -0.59248 -5.96670
H -6.49043 -6.81807 3.78249
C -1.00176 -0.91895 -5.53771
H -0.72582 -4.20075 0.88708
H 2.90606 -8.70194 -6.98449
C 1.92560 -4.14562 0.15447
H -3.70969 -3.76152 -1.12997
H -1.58966 4.49181 -1.19126
C -3.78000 -0.94679 0.71707
C -2.48218 2.21905 -4.58529
C -3.20239 -3.03873 -5.00214
C 10.29252 8.68266 -2.24707
C -4.36881 -7.23166 0.66979
O -2.00228 -2.43713 1.99558
H 3.56786 4.81957 0.41892
C 2.21516 -3.89409 1.64608
H 2.74792 -6.23878 -6.68923
H 3.00512 -3.15232 1.64789
C 4.48857 4.69372 -0.13857
H -4.54130 -3.68650 0.41020
N -4.93289 -6.04773 0.90235
C 0.54450 6.76297 0.10113
O 2.27286 0.24486 -3.92234
H 9.82349 9.50289 -2.77236
H -2.35873 7.23015 1.74951
H 5.47292 2.95613 -2.69191
H -1.63838 -1.41835 -1.39625
C -0.17003 -1.25189 -7.73818
H -1.57417 2.68553 9.85619
C -2.38608 -2.47106 -5.96811
H -3.99008 -1.09189 11.80345
H 7.62020 4.10680 -2.19232
C 6.74397 4.29652 -1.58854
N -3.92811 1.85322 2.00992
C -1.42942 -0.91492 -8.20756
S 2.71211 0.07456 -2.58342
N 10.19777 7.10138 -0.44667
H 3.20079 1.48520 -0.79541
C -3.72792 3.16081 1.84366
N -2.06707 5.82278 0.28896
C 12.06893 7.12159 -1.94543
C -1.18460 -3.09674 -6.26124
H -5.42294 -9.02663 3.32019
C -3.78136 4.19480 -4.89568
H -0.51680 -2.68460 -7.00708
H -3.28244 3.45424 0.90011
H 0.07530 -4.77851 -5.77520
H -2.22532 -2.70799 12.51497
C 1.23813 -2.99660 -0.53822
H 5.62286 6.06806 1.05808
H 1.49942 -6.62264 -2.80537
H 12.02574 8.58976 -3.51354
C -2.41538 -0.59689 -7.28419
H 0.43494 0.62745 12.89325
C -0.59135 -1.64296 -1.30682
H 1.52295 1.57245 -1.23184
C 2.27411 -9.09670 -4.96469
C -3.64522 2.82540 -5.03174
C -2.52590 3.09433 6.78970
C 0.05029 -1.25524 -6.36973
C -2.16850 -2.66909 0.81403
N -2.89902 -4.15499 -4.33934
H -4.96701 -2.56345 -0.90859
H -3.42596 3.41844 6.28674
C 11.51407 8.17328 -2.65569
H -0.87152 -0.91545 -4.45865
C -1.63179 6.81871 1.05803
C -1.14979 -3.58462 0.12065
N 4.42916 3.84002 -1.16127
H -4.67299 4.70594 -5.23084
H -1.52252 -5.65252 -4.08553
H -3.40680 1.32389 11.67275
N -3.17523 -2.10091 0.06239
C -4.62647 3.69295 3.97983
C 0.11212 5.72094 -0.70440
H 8.72504 8.48608 -0.78594
C -2.66921 0.59088 11.98089
H -3.41450 -0.33074 -7.61033
H -2.34758 1.15025 -4.67882
C -4.84405 2.33839 4.17356
H 0.77282 5.25747 -1.42586
```

Values from the calculation:
Net charge: +1
Max |F| in eV/Å: 9.890
2S+1: 1
Orbital gap in Ha: 0.1845
Total energy in a.u.: -4891.03355